(w)
Computed, not measured: one molecule with the formula C4H6FNO2, with wB97M-V/def2-TZVPD.

Structure (XYZ):
```
14
Properties=species:S:1:pos:R:3
C 0.53 2.34 -0.29
C 0.11 0.95 0.31
C -0.72 0.94 1.33
C 0.34 -1.57 0.07
H 1.64 2.34 -0.72
H 0.46 3.07 0.55
H -0.14 2.50 -1.15
H -0.74 1.88 1.84
H 0.71 -0.96 -2.33
H 0.23 -1.67 1.18
N 0.05 -0.22 -0.56
O 0.60 -0.05 -1.80
O 0.39 -2.50 -0.76
F -1.33 -0.13 1.84
```

Its structure (SMILES) is C/C(=C/F)N(O)C=O. Its net charge is 0.

Partial charges, Löwdin, in e: -0.035 -0.248 -0.154 -0.148 0.118 0.079 0.078 0.111 0.181 0.145 -0.112 -0.051 -0.005 0.040

---

(x)
Computed, not measured: one molecule with the formula C4H6FNO2, with wB97M-V/def2-TZVPD.

Structure (XYZ):
```
14
Properties=species:S:1:pos:R:3
N -0.61 -0.32 1.73
C 0.32 -0.47 0.62
F 1.40 -1.18 1.05
C 0.71 0.90 0.03
C 0.07 0.89 -1.35
O -0.20 -0.47 -1.69
C -0.38 -1.19 -0.56
O -1.06 -2.19 -0.50
H -1.48 0.02 1.36
H -0.78 -1.24 2.12
H 1.79 0.89 -0.05
H 0.32 1.62 0.72
H 0.75 1.26 -2.10
H -0.84 1.47 -1.39
```

Its structure (SMILES) is N[C@]1(F)CCOC1=O. Its net charge is 0.

Partial charges, Löwdin, in e: 0.122 -0.486 0.075 -0.046 -0.144 0.043 -0.385 0.143 0.094 0.091 0.126 0.117 0.123 0.125

---

The least stable of them is (w).

---

(w)
Computed, not measured: a 2-piece molecular cluster, C2H6NS overall, with wB97M-V/def2-TZVPD.

Structure (XYZ):
```
10
Properties=species:S:1:pos:R:3
S -1.25 -0.28 1.53
H -2.38 -0.93 1.86
C 0.99 1.28 -0.59
C 0.73 -0.91 -1.26
N 1.10 0.25 -1.65
H 1.25 2.23 -1.06
H 1.75 1.21 0.21
H 0.03 1.20 -0.06
H 0.38 -1.56 -2.05
H 0.58 -1.16 -0.20
```

Its net charge is -1.

Partial charges, Löwdin, in e: -0.185 -0.469 -0.209 -0.134 -0.109 0.047 0.067 -0.036 0.047 -0.019

---

(x)
Computed, not measured: a 2-piece molecular cluster, C2H6NS overall, with wB97M-V/def2-TZVPD.

Structure (XYZ):
```
10
Properties=species:S:1:pos:R:3
S 2.56 -0.46 -1.63
H 2.83 -1.76 -1.87
C -1.50 0.01 0.00
C 0.42 0.48 1.12
N -0.70 -0.11 1.20
H -1.00 -0.24 -0.94
H -1.89 1.03 -0.10
H -2.42 -0.58 0.04
H 1.00 0.69 2.01
H 0.71 0.93 0.17
```

Its net charge is -1.

Partial charges, Löwdin, in e: -0.339 -0.500 -0.194 -0.120 -0.103 0.064 0.066 0.052 0.056 0.017

---

The least stable of them is (w).